[1]
{"formula": "C3H6N2O2", "method": "ωB97M-V/def2-TZVPD", "elements": ["O", "O", "N", "N", "C", "C", "C", "H", "H", "H", "H", "H", "H"], "coordinates": [[-2.152, -0.869, -0.873], [-1.770, 1.036, 0.290], [0.873, 1.595, 0.484], [0.118, -0.573, 0.199], [-1.426, -0.005, -0.470], [0.971, 0.515, -0.218], [0.370, -1.759, 0.539], [-0.949, 1.543, 0.544], [-0.371, 0.554, -1.294], [1.522, 2.315, 0.184], [-0.416, -2.504, 0.484], [1.363, -2.034, 0.887], [1.868, 0.186, -0.756]], "nbo_charge": [-0.6420, -0.7064, -0.6937, -0.3904, 0.7730, 0.2135, 0.0399, 0.5092, -0.0577, 0.3649, 0.2209, 0.1786, 0.1902], "homo_energy_ev": [-8.60, -8.60], "e_lumo_ev": [-0.4, -0.4], "homo_lumo_gap_ev": [8.160, 8.161], "total_energy_ev": -10279.239}

---

[2]
{"formula": "C3H6N2O2S", "method": "ωB97M-V/def2-TZVPD", "elements": ["S", "O", "O", "N", "N", "C", "C", "C", "H", "H", "H", "H", "H", "H"], "coordinates": [[-3.872, 0.021, 2.214], [-4.709, -1.154, 1.988], [-0.227, 0.777, 0.507], [-2.668, -0.175, 3.113], [-0.793, 2.161, 2.317], [2.762, -0.043, -3.141], [-0.437, 1.352, 1.494], [2.654, -1.323, -2.941], [2.017, 0.806, -2.948], [3.534, 0.432, -3.639], [3.457, -2.041, -3.188], [1.710, -1.810, -2.603], [-1.137, 2.042, 3.226], [-2.293, -1.045, 3.601]], "nbo_charge": [1.4794, -0.8578, -0.5116, -1.0371, -0.7730, -0.3820, 0.8595, -0.3897, 0.1947, 0.1836, 0.1954, 0.1982, 0.4232, 0.4173], "homo_energy_ev": -10.17, "e_lumo_ev": -0.9, "homo_lumo_gap_ev": 9.291, "total_energy_ev": -21116.251}

---

[3]
{"formula": "C3H6N2O2S", "method": "ωB97M-V/def2-TZVPD", "elements": ["S", "O", "O", "N", "N", "C", "C", "C", "H", "H", "H", "H", "H", "H"], "coordinates": [[-1.024, -0.403, 0.710], [-3.367, -0.609, -0.042], [3.064, -0.743, 0.084], [1.515, 0.803, 0.504], [-2.196, 0.109, -0.189], [1.933, -0.357, -0.041], [0.117, 1.175, 0.579], [0.814, -1.162, -0.677], [-0.087, 2.049, 1.245], [0.938, -2.275, -0.581], [2.179, 1.357, 1.111], [-0.286, 1.631, -0.310], [-3.755, -0.828, -0.986], [0.155, -0.747, -1.406]], "nbo_charge": [0.8103, -0.5699, -0.5954, -0.6378, -0.5244, 0.6166, -0.3253, -0.5753, 0.2375, 0.2361, 0.4215, 0.2119, 0.4779, 0.2165], "homo_energy_ev": [-8.01, -8.04], "e_lumo_ev": [-0.2, -0.3], "homo_lumo_gap_ev": [7.767, 7.724], "total_energy_ev": -21113.694}

---

[4]
{"formula": "C3H6N2O2S", "method": "ωB97M-V/def2-TZVPD", "elements": ["S", "O", "O", "N", "N", "C", "C", "C", "H", "H", "H", "H", "H", "H"], "coordinates": [[-1.131, 1.237, -0.344], [2.909, 1.326, -0.330], [2.816, -0.807, -0.630], [1.231, 0.186, 0.570], [2.393, 0.233, -0.182], [0.493, 1.652, 0.367], [-0.425, -0.327, -0.990], [0.302, -0.823, 0.183], [0.419, 2.115, 1.348], [-0.400, -0.908, 0.925], [0.880, -1.817, 0.072], [1.144, 2.251, -0.253], [0.325, -0.116, -1.807], [-1.201, -1.083, -1.341]], "nbo_charge": [0.1958, -0.4088, -0.3963, -0.2482, 0.6248, -0.3739, -0.5322, -0.2808, 0.2285, 0.2151, 0.2557, 0.2476, 0.2203, 0.2524], "homo_energy_ev": -9.46, "e_lumo_ev": 0.4, "homo_lumo_gap_ev": 9.893, "total_energy_ev": -21114.520}

---

[5]
{"formula": "C3H6N2O2S", "method": "ωB97M-V/def2-TZVPD", "elements": ["S", "O", "O", "N", "N", "C", "C", "C", "H", "H", "H", "H", "H", "H"], "coordinates": [[-0.786, 0.709, 1.351], [1.841, 1.998, 0.235], [0.510, -1.098, -1.859], [1.879, 1.474, 1.535], [0.536, -0.258, -0.741], [-0.580, -0.254, -0.147], [-1.770, -0.976, -0.643], [0.833, 0.988, 1.999], [1.372, 1.321, -0.320], [-1.555, -2.045, -0.693], [-2.610, -0.714, -0.027], [1.414, -1.158, -2.075], [0.923, 0.625, 3.027], [-2.007, -0.614, -1.643]], "nbo_charge": [0.2457, -0.5771, -0.5615, -0.0680, -0.2228, 0.1211, -0.6878, -0.1522, 0.4766, 0.2542, 0.2298, 0.4805, 0.2142, 0.2473], "homo_energy_ev": -9.38, "e_lumo_ev": 0.6, "homo_lumo_gap_ev": 10.017, "total_energy_ev": -21114.987}

---

[6]
{"formula": "C3H6N2O3", "method": "ωB97M-V/def2-TZVPD", "elements": ["O", "O", "O", "N", "N", "C", "C", "C", "H", "H", "H", "H", "H", "H"], "coordinates": [[1.268, 0.455, -0.734], [1.026, 0.785, 1.505], [-0.987, -0.371, 0.710], [0.057, 0.053, -1.331], [-2.008, -1.065, -1.256], [1.684, -0.131, 0.635], [-0.983, -0.595, -0.686], [-0.414, 0.768, 1.106], [-0.394, 1.672, 0.542], [-1.768, -1.420, -2.202], [0.315, -0.239, -2.215], [1.278, -1.120, 0.860], [2.828, 0.104, 0.754], [-0.792, 0.879, 2.199]], "nbo_charge": [-0.4190, -0.5554, -0.4912, -0.3536, -0.7000, 0.1768, 0.6503, 0.1778, 0.1958, 0.3485, 0.3831, 0.1827, 0.2130, 0.1912], "homo_energy_ev": -9.44, "e_lumo_ev": 0.7, "homo_lumo_gap_ev": 10.124, "total_energy_ev": -12326.577}

---

[7]
{"formula": "C3H6N2O3", "method": "ωB97M-V/def2-TZVPD", "elements": ["O", "O", "O", "N", "N", "C", "C", "C", "H", "H", "H", "H", "H", "H"], "coordinates": [[0.003, 0.531, -0.676], [-2.437, 0.383, 1.811], [0.090, -1.605, 0.135], [-1.402, 0.691, 1.352], [-0.336, 0.959, 1.918], [-1.285, 0.679, -0.281], [1.926, -0.791, -1.280], [0.584, -0.725, -0.519], [-1.681, 1.690, -0.452], [2.533, -1.586, -0.874], [-0.394, 0.810, 2.860], [-1.933, -0.124, -0.529], [1.808, -1.092, -2.279], [2.523, 0.181, -1.185]], "nbo_charge": [-0.5047, -0.4328, -0.5543, 0.3689, -0.4921, 0.0467, -0.7204, 0.8135, 0.2113, 0.2394, 0.3337, 0.2045, 0.2416, 0.2447], "homo_energy_ev": -10.17, "e_lumo_ev": 0.8, "homo_lumo_gap_ev": 10.979, "total_energy_ev": -12327.966}

---

[8]
{"formula": "C3H6N2O3", "method": "ωB97M-V/def2-TZVPD", "elements": ["O", "O", "O", "N", "N", "C", "C", "C", "H", "H", "H", "H", "H", "H"], "coordinates": [[2.485, 0.106, 0.166], [-0.643, 1.283, -0.663], [-0.455, -1.176, -0.671], [0.595, -1.160, 0.208], [0.446, 1.125, 0.217], [1.287, -0.040, 0.175], [-1.978, -0.059, 0.941], [-1.339, -0.097, -0.535], [-3.012, 0.612, 1.059], [-2.356, -1.099, 1.134], [1.334, -1.931, 0.126], [1.119, 1.964, 0.076], [-1.240, 0.421, 1.788], [-2.037, -0.258, -1.298]], "nbo_charge": [-0.5942, -0.3795, -0.3555, -0.3578, -0.4029, 0.7263, -0.6993, 0.3450, 0.2292, 0.2210, 0.4056, 0.3953, 0.2640, 0.2028], "homo_energy_ev": -9.13, "e_lumo_ev": 0.8, "homo_lumo_gap_ev": 9.889, "total_energy_ev": -12326.124}

---

[9]
{"formula": "C3H6N2O3", "method": "ωB97M-V/def2-TZVPD", "elements": ["O", "O", "O", "N", "N", "C", "C", "C", "H", "H", "H", "H", "H", "H"], "coordinates": [[2.521, -0.954, -0.571], [1.567, 1.155, -0.673], [-2.856, -0.349, -0.666], [-1.608, -0.794, -0.112], [-0.666, 1.477, 0.155], [0.599, -0.352, 0.732], [1.747, 0.017, -0.272], [-0.617, 0.124, 0.032], [0.524, -1.551, 0.815], [2.357, -1.802, -0.284], [0.334, 2.002, -0.062], [-1.394, 2.020, -0.382], [-3.474, -1.030, -0.542], [0.966, 0.037, 1.830]], "nbo_charge": [-0.6420, -0.6090, -0.5949, -0.2181, -0.8405, -0.5599, 0.8337, 0.3253, 0.2181, 0.5160, 0.4455, 0.3916, 0.4731, 0.2613], "homo_energy_ev": -8.30, "e_lumo_ev": 0.4, "homo_lumo_gap_ev": 8.695, "total_energy_ev": -12327.283}

---

[10]
{"formula": "C3H6N2O3", "method": "ωB97M-V/def2-TZVPD", "elements": ["O", "O", "O", "N", "N", "C", "C", "C", "H", "H", "H", "H", "H", "H"], "coordinates": [[0.423, 0.460, -0.868], [-0.759, -0.390, 2.312], [-0.074, -1.217, -2.176], [-0.050, 0.383, 1.469], [0.578, 0.825, -2.980], [-0.012, -0.058, 0.303], [0.273, -0.083, -2.011], [-0.359, -0.011, 3.574], [0.503, 0.667, -3.944], [1.043, 1.622, -2.680], [-0.314, 1.072, 3.619], [0.597, -0.475, 3.971], [-1.208, -0.272, 4.181], [-0.450, -0.982, 0.092]], "nbo_charge": [-0.4949, -0.3645, -0.6251, -0.1829, -0.8237, 0.3434, 0.8835, -0.2522, 0.4052, 0.3933, 0.1905, 0.1741, 0.1878, 0.1654], "homo_energy_ev": -9.59, "e_lumo_ev": 0.8, "homo_lumo_gap_ev": 10.424, "total_energy_ev": -12328.504}

---

[11]
{"formula": "C3H6N2O3P", "method": "ωB97M-V/def2-TZVPD", "elements": ["P", "O", "O", "O", "N", "N", "C", "C", "C", "H", "H", "H", "H", "H", "H"], "coordinates": [[2.252, -0.950, 0.038], [1.666, 0.552, 0.583], [1.007, -1.653, -0.457], [3.409, -0.598, -0.854], [-5.099, -0.395, -0.395], [2.517, 1.603, -0.005], [-2.703, -0.423, 0.337], [-3.981, -0.472, -0.160], [-1.749, 0.333, -0.170], [-2.581, -0.851, 1.334], [-0.887, 0.364, 0.480], [1.993, 2.164, -0.652], [2.685, -1.549, 1.366], [3.250, 1.006, -0.392], [-1.778, 0.867, -1.053]], "nbo_charge": [2.1481, -0.7323, -1.1659, -1.1724, -0.3595, -0.5832, -0.3701, 0.2707, -0.2219, 0.2358, 0.2429, 0.3212, -0.1943, 0.3862, 0.1947], "homo_energy_ev": -4.81, "e_lumo_ev": 3.4, "homo_lumo_gap_ev": 8.194, "total_energy_ev": -21620.637, "total_charge": -1}

---

[12]
{"formula": "C3H6N2O4", "method": "ωB97M-V/def2-TZVPD", "elements": ["O", "O", "O", "O", "N", "N", "C", "C", "C", "H", "H", "H", "H", "H", "H"], "coordinates": [[-0.954, 0.877, 1.230], [0.996, 1.789, 0.213], [-2.464, -0.147, -0.121], [2.708, 0.580, -0.951], [-0.387, -0.853, -0.108], [-1.377, 0.044, 0.282], [1.056, -0.715, 0.408], [1.728, 0.616, -0.010], [-0.994, -1.919, -0.924], [0.278, 1.624, 1.044], [1.702, -1.398, -0.092], [-1.553, -2.713, -0.179], [-1.566, -1.356, -1.731], [0.780, -0.881, 1.554], [-0.315, -2.284, -1.622]], "nbo_charge": [-0.5309, -0.6824, -0.3068, -0.5871, -0.2293, 0.6409, -0.3381, 0.7415, -0.4497, 0.5181, 0.2646, 0.2297, 0.2494, 0.2517, 0.2285], "homo_energy_ev": -10.36, "e_lumo_ev": -0.3, "homo_lumo_gap_ev": 10.034, "total_energy_ev": -14372.083}

---

[13]
{"formula": "C3H6N2OS", "method": "ωB97M-V/def2-TZVPD", "elements": ["S", "O", "N", "N", "C", "C", "C", "H", "H", "H", "H", "H", "H"], "coordinates": [[2.495, 1.267, 1.986], [-1.099, -0.985, -1.459], [-0.044, 0.067, 0.297], [-0.126, 0.808, 1.378], [0.216, -1.133, -2.140], [0.893, 1.341, 2.117], [-1.086, -0.432, -0.230], [0.932, -1.841, -1.573], [-1.152, 1.177, 1.542], [-2.035, -0.451, 0.324], [-0.160, -1.390, -3.229], [0.733, -0.173, -2.033], [0.433, 1.744, 3.021]], "nbo_charge": [-0.0821, -0.4984, -0.3262, -0.3981, -0.2869, -0.1125, 0.3744, 0.2101, 0.3591, 0.1490, 0.2164, 0.2087, 0.1865], "homo_energy_ev": -8.37, "e_lumo_ev": 0.5, "homo_lumo_gap_ev": 8.901, "total_energy_ev": -19068.591}

---

[14]
{"formula": "C3H6N2OS", "method": "ωB97M-V/def2-TZVPD", "elements": ["S", "O", "N", "N", "C", "C", "C", "H", "H", "H", "H", "H", "H"], "coordinates": [[-1.626, 1.333, 1.379], [0.127, -0.754, 2.315], [0.474, -1.794, 0.305], [-0.465, 0.365, 0.466], [-0.346, 0.729, -0.903], [0.790, 0.683, -1.612], [0.055, -0.759, 1.114], [0.004, -1.908, -0.565], [-1.269, 1.029, -1.361], [-0.854, 2.317, 1.839], [0.590, -2.660, 0.859], [0.785, 1.055, -2.624], [1.735, 0.364, -1.212]], "nbo_charge": [0.2044, -0.6089, -0.8400, -0.6125, -0.0230, -0.4330, 0.7782, 0.3919, 0.2044, 0.1107, 0.4070, 0.2101, 0.2107], "homo_energy_ev": -9.18, "e_lumo_ev": 0.7, "homo_lumo_gap_ev": 9.894, "total_energy_ev": -19070.576}

---

[15]
{"formula": "C3H6N2OS", "method": "ωB97M-V/def2-TZVPD", "elements": ["S", "O", "N", "N", "C", "C", "C", "H", "H", "H", "H", "H", "H"], "coordinates": [[-0.066, -1.983, 1.877], [-0.902, -3.126, 1.615], [-1.074, 0.438, 0.550], [0.786, -1.514, 0.582], [0.852, -0.636, -0.235], [1.536, 0.311, -1.116], [-1.341, -0.290, 1.669], [1.113, 1.308, -0.890], [-1.815, 0.482, -0.171], [-1.028, 0.070, 2.569], [1.194, -0.048, -2.056], [2.573, 0.491, -0.967], [-2.380, -0.931, 1.606]], "nbo_charge": [1.2985, -0.9335, -0.8204, -0.6323, 0.5833, -0.7309, -0.2910, 0.2872, 0.3563, 0.1714, 0.2634, 0.2535, 0.1943], "homo_energy_ev": [-7.84, -7.84], "e_lumo_ev": [0.2, 0.2], "homo_lumo_gap_ev": [8.076, 8.077], "total_energy_ev": -19066.467}

---

[16]
{"formula": "C3H6N2OS", "method": "ωB97M-V/def2-TZVPD", "elements": ["S", "O", "N", "N", "C", "C", "C", "H", "H", "H", "H", "H", "H"], "coordinates": [[-3.133, -0.874, -0.029], [-0.322, 0.806, -0.350], [-0.279, -0.572, -0.108], [-2.898, 0.874, 0.144], [0.902, -0.926, -0.005], [2.175, -0.101, 0.091], [-1.611, 1.269, -0.043], [0.826, -2.102, 0.341], [2.858, -0.258, 1.008], [2.929, -0.123, -0.943], [-1.582, 2.302, 0.404], [-1.791, -1.312, -0.648], [1.926, 1.018, 0.140]], "nbo_charge": [0.0447, -0.3849, -0.1630, -0.5460, 0.1073, -0.7225, 0.3338, 0.2117, 0.2551, 0.2515, 0.1797, 0.1797, 0.2528], "homo_energy_ev": -8.26, "e_lumo_ev": 0.7, "homo_lumo_gap_ev": 8.922, "total_energy_ev": -19065.773}

---

[17]
{"formula": "C3H6N2OS", "method": "ωB97M-V/def2-TZVPD", "elements": ["S", "O", "N", "N", "C", "C", "C", "H", "H", "H", "H", "H", "H"], "coordinates": [[-1.143, -1.407, -1.714], [0.567, 0.309, 0.051], [-0.652, -1.620, -0.169], [0.441, 0.630, -1.307], [0.335, -1.239, 1.973], [0.090, -0.927, 0.556], [-0.171, 1.935, -1.511], [0.677, 2.505, -1.386], [1.339, -1.218, 2.122], [-0.099, -0.461, 2.477], [-0.983, 1.994, -0.891], [-0.039, -2.209, 2.330], [-0.361, 1.709, -2.530]], "nbo_charge": [0.2862, -0.4100, -0.6076, -0.0234, -0.6525, 0.5308, -0.4818, 0.2182, 0.2278, 0.2298, 0.2064, 0.2476, 0.2285], "homo_energy_ev": [-8.24, -8.11], "e_lumo_ev": [-0.3, -0.9], "homo_lumo_gap_ev": [7.913, 7.245], "total_energy_ev": -19066.102}

---

[18]
{"formula": "C3H6N2OS2", "method": "ωB97M-V/def2-TZVPD", "elements": ["S", "S", "O", "N", "N", "C", "C", "C", "H", "H", "H", "H", "H", "H"], "coordinates": [[0.486, 0.262, 2.662], [2.490, -0.240, -3.302], [1.406, 0.295, -1.119], [-1.865, -0.468, 0.055], [-0.718, -0.648, -0.593], [0.180, 0.882, 1.057], [1.839, -0.760, -1.720], [0.275, 0.096, -0.257], [-2.602, -0.855, -0.713], [-1.056, -0.014, 3.084], [1.607, -1.915, -1.305], [-0.881, 1.188, 0.852], [-2.080, 0.458, 0.394], [0.919, 1.716, 0.905]], "nbo_charge": [0.0279, -0.1614, -0.4729, -0.6257, -0.2616, -0.6575, 0.1111, 0.4444, 0.3880, 0.1605, 0.2363, 0.2152, 0.3435, 0.2523], "homo_energy_ev": -8.47, "e_lumo_ev": -0.1, "homo_lumo_gap_ev": 8.343, "total_energy_ev": -29901.150}

---

[19]
{"formula": "C3H6N2OS2", "method": "ωB97M-V/def2-TZVPD", "elements": ["S", "S", "O", "N", "N", "C", "C", "C", "H", "H", "H", "H", "H", "H"], "coordinates": [[-2.292, 1.413, 1.450], [0.964, -0.942, -0.375], [2.162, -1.210, -2.689], [-1.226, 0.373, 0.283], [0.956, 0.484, -1.562], [1.474, -0.137, -2.861], [-0.324, -0.314, 0.804], [-0.042, -0.687, 2.292], [-0.187, 0.870, -1.563], [1.413, 0.520, -3.747], [-2.942, 1.935, 0.374], [0.396, 0.135, 3.105], [-1.124, -0.882, 2.380], [0.770, -1.560, 2.110]], "nbo_charge": [0.0718, 0.3912, -0.5615, -0.5546, -0.7767, 0.5017, 0.1415, -0.7162, 0.4353, 0.1657, 0.1385, 0.2683, 0.2457, 0.2492], "homo_energy_ev": -8.76, "e_lumo_ev": 0.2, "homo_lumo_gap_ev": 9.007, "total_energy_ev": -29902.356}